Here is a structure of composition C40H28Br2FN8O7PtS from the OMol25 dataset. Energies are from ωB97M-V/def2-TZVPD.

DFT total energy, eV: -225073.9297
Energy above the lowest of the compared OMol25 structures with the same formula, charge and spin, kJ/mol: 127.5
Spin multiplicity: 5
HOMO-LUMO gap (alpha / beta), eV: 5.76 / 5.11
Total charge: -1

Cartesian coordinates (Å):
Pt (0.171, -1.073, -0.055)
Br (3.426, 0.141, -3.751)
C (3.625, 0.399, -1.903)
C (4.775, 0.908, -1.386)
C (4.886, 1.069, 0.006)
Br (6.526, 1.732, 0.660)
C (3.852, 0.740, 0.927)
C (3.909, 0.904, 2.311)
C (2.769, 0.554, 3.079)
C (1.658, 0.057, 2.478)
N (1.583, -0.146, 1.123)
C (2.664, 0.202, 0.361)
C (2.537, 0.012, -1.036)
O (1.451, -0.475, -1.519)
H (5.594, 1.172, -2.038)
H (4.803, 1.289, 2.778)
H (2.762, 0.683, 4.152)
H (0.778, -0.187, 3.049)
F (-5.164, 0.104, -0.160)
C (-4.267, -0.560, 0.576)
C (-3.944, 0.052, 1.789)
N (-3.227, -0.501, 2.704)
C (-2.988, 0.287, 3.868)
C (-1.964, 1.434, 3.598)
O (-1.670, 2.126, 4.574)
O (-1.588, 1.532, 2.405)
C (-1.987, -2.705, 1.534)
O (-2.313, -3.447, 2.431)
N (-2.854, -2.612, 0.377)
C (-3.940, -1.874, -0.009)
O (-4.668, -2.311, -0.887)
H (-4.397, 1.039, 1.941)
H (-2.588, -0.333, 4.668)
H (-3.876, 0.821, 4.226)
H (-2.924, -3.525, -0.055)
N (-0.727, -2.176, 1.387)
C (0.222, -2.611, 2.356)
C (1.448, -3.104, 1.909)
C (2.447, -3.437, 2.811)
C (2.223, -3.322, 4.175)
C (0.979, -2.897, 4.626)
C (-0.016, -2.548, 3.728)
H (1.597, -3.258, 0.844)
H (3.402, -3.793, 2.445)
H (3.006, -3.574, 4.880)
H (0.780, -2.826, 5.688)
H (-0.978, -2.211, 4.080)
O (-2.542, -0.676, -2.297)
C (-1.858, -1.667, -2.379)
N (-1.949, -2.632, -3.345)
C (-0.962, -3.675, -3.208)
C (-0.170, -3.125, -2.001)
O (0.831, -3.636, -1.534)
N (-0.809, -2.026, -1.532)
C (-1.542, -5.017, -2.761)
C (-2.893, -5.166, -2.485)
C (-3.377, -6.377, -1.999)
C (-2.516, -7.442, -1.797)
C (-1.163, -7.297, -2.086)
C (-0.677, -6.092, -2.563)
C (-0.126, -3.807, -4.472)
C (1.108, -3.179, -4.592)
C (1.839, -3.296, -5.767)
C (1.341, -4.031, -6.831)
C (0.101, -4.646, -6.721)
C (-0.626, -4.537, -5.546)
H (-2.672, -2.612, -4.042)
H (-3.571, -4.330, -2.606)
H (-4.430, -6.470, -1.764)
H (-2.891, -8.379, -1.405)
H (-0.482, -8.123, -1.927)
H (0.379, -5.968, -2.762)
H (1.503, -2.599, -3.768)
H (2.803, -2.809, -5.843)
H (1.914, -4.124, -7.745)
H (-0.298, -5.218, -7.550)
H (-1.589, -5.027, -5.457)
S (-0.674, 1.289, -1.430)
C (0.424, 2.381, -0.715)
N (0.521, 2.400, 0.648)
C (1.381, 3.179, 1.298)
C (2.187, 4.024, 0.583)
C (2.015, 4.020, -0.803)
N (1.181, 3.219, -1.442)
H (-0.157, 1.842, 1.169)
H (1.375, 3.099, 2.378)
H (2.895, 4.672, 1.073)
H (2.581, 4.702, -1.429)